{
  "formula": "C7H19N2O10Sr",
  "method": "ωB97M-V/def2-TZVPD",
  "homo_energy_ev": -3.6,
  "e_tot_ev": -31856.467,
  "charge": -1,
  "gap_ev": 3.34,
  "symbols": ["Sr", "C", "C", "O", "O", "H", "H", "H", "C", "C", "O", "O", "H", "H", "H", "C", "C", "O", "O", "H", "H", "H", "C", "O", "N", "N", "H", "H", "H", "H", "O", "H", "H", "O", "H", "H", "O", "H", "H"],
  "xyz": [[-4.891, 19.862, 8.838], [-6.582, 18.758, 3.161], [-5.938, 18.557, 4.508], [-4.752, 18.959, 4.699], [-6.655, 18.200, 5.456], [-7.084, 19.719, 3.047], [-7.353, 18.010, 2.978], [-5.855, 18.613, 2.362], [-6.394, 25.839, 7.089], [-5.309, 25.012, 6.484], [-4.278, 25.533, 6.051], [-5.295, 23.712, 6.540], [-7.028, 25.278, 7.775], [-6.964, 26.183, 6.226], [-6.054, 26.712, 7.645], [1.283, 20.264, 8.538], [0.171, 20.580, 7.577], [0.337, 20.343, 6.371], [-0.940, 20.916, 8.010], [2.242, 20.700, 8.255], [1.534, 19.205, 8.590], [1.103, 20.629, 9.549], [-2.175, 15.280, 8.510], [-2.769, 16.234, 8.828], [-1.781, 14.313, 9.339], [-2.052, 15.023, 7.282], [-1.542, 13.414, 8.945], [-2.027, 14.294, 10.319], [-2.352, 15.749, 6.646], [-1.738, 14.115, 6.972], [-6.716, 17.856, 11.145], [-7.661, 18.013, 11.157], [-6.630, 16.908, 11.249], [-8.078, 21.947, 9.439], [-8.660, 21.507, 10.058], [-8.667, 22.370, 8.815], [-3.494, 20.536, 12.305], [-3.747, 19.783, 12.840], [-2.607, 20.749, 12.595]]
}



{
  "formula": "C7H19N4OS",
  "method": "ωB97M-V/def2-TZVPD",
  "homo_energy_ev": -12.8,
  "e_tot_ev": -26399.994,
  "charge": 1,
  "gap_ev": 9.24,
  "relative_energy_kj_mol": 180.9,
  "symbols": ["C", "C", "C", "C", "C", "C", "C", "N", "N", "N", "N", "O", "S", "H", "H", "H", "H", "H", "H", "H", "H", "H", "H", "H", "H", "H", "H", "H", "H", "H", "H", "H"],
  "xyz": [[2.238, -2.497, 1.337], [0.556, 3.849, -1.186], [3.155, -2.166, 0.264], [2.319, -1.778, -0.933], [-2.547, -0.640, 0.377], [0.030, 0.130, -0.289], [-3.222, -1.686, -0.619], [-0.952, -0.786, 0.096], [-3.107, 0.559, 0.122], [-2.674, -2.782, -0.796], [-0.617, 3.119, -1.625], [-0.420, -2.003, 0.473], [1.641, -0.053, -0.793], [1.535, -1.741, 1.724], [1.653, -3.357, 0.916], [2.807, -2.987, 2.207], [0.272, 4.876, -0.731], [1.179, 3.164, -0.520], [1.166, 4.060, -2.080], [3.885, -2.921, 0.066], [3.676, -1.274, 0.499], [2.861, -1.607, -1.798], [1.511, -2.436, -1.109], [-2.651, -0.951, 1.431], [-0.290, 1.088, -0.439], [-4.163, -1.445, -1.037], [-3.285, 1.281, 0.826], [-2.820, 0.919, -0.819], [-1.149, -2.656, 0.131], [-3.076, -3.470, -1.440], [-1.025, 3.515, -2.522], [-1.230, 3.353, -0.881]]
}



{
  "formula": "C7H19N4PS",
  "method": "ωB97M-V/def2-TZVPD",
  "homo_energy_ev": -7.6,
  "e_tot_ev": -33644.636,
  "gap_ev": 7.08,
  "relative_energy_kj_mol": 375.0,
  "symbols": ["C", "C", "C", "C", "C", "C", "C", "N", "N", "N", "N", "P", "S", "H", "H", "H", "H", "H", "H", "H", "H", "H", "H", "H", "H", "H", "H", "H", "H", "H", "H", "H"],
  "xyz": [[0.068, -1.467, 0.041], [3.155, 0.475, -1.889], [2.713, -1.987, -1.476], [-2.714, -0.063, 2.868], [-0.887, 1.253, 2.094], [-0.727, 0.707, -1.885], [-2.968, 1.039, -1.325], [1.894, -0.104, -0.104], [2.561, -0.523, -1.024], [-1.680, 0.014, 1.872], [-1.691, 0.515, -0.817], [-1.469, -0.704, 0.310], [-2.761, -2.161, 0.266], [0.528, -1.879, 0.981], [3.737, 1.171, -1.168], [3.691, -0.029, -2.648], [2.311, 1.055, -2.311], [3.704, -2.189, -1.577], [2.275, -2.633, -0.669], [2.212, -2.039, -2.536], [-3.710, -0.329, 2.464], [-2.399, -0.921, 3.578], [-2.811, 0.817, 3.410], [-1.245, 2.226, 2.092], [-0.342, 1.102, 2.988], [-0.099, 1.169, 1.456], [0.219, 0.262, -1.559], [-1.167, 0.170, -2.747], [-0.576, 1.825, -2.034], [-3.392, 0.400, -2.133], [-3.755, 1.203, -0.509], [-2.804, 1.998, -1.588]]
}



{
  "formula": "C7H19N5S",
  "method": "ωB97M-V/def2-TZVPD",
  "homo_energy_ev": [-16.6, -16.6],
  "e_tot_ev": -25830.097,
  "charge": 2,
  "gap_ev": [7.22, 7.24],
  "relative_energy_kj_mol": 67.4,
  "symbols": ["C", "C", "C", "C", "C", "C", "C", "N", "N", "N", "N", "N", "S", "H", "H", "H", "H", "H", "H", "H", "H", "H", "H", "H", "H", "H", "H", "H", "H", "H", "H", "H"],
  "xyz": [[-0.361, -2.074, -1.351], [-3.155, -1.772, -0.488], [0.614, 2.096, 2.289], [3.197, 2.025, -0.572], [-2.159, -0.580, -0.618], [0.222, 2.107, 0.769], [2.081, 1.076, -0.535], [0.473, -3.057, -1.064], [-0.745, -1.096, -0.451], [0.947, 1.114, 0.016], [1.093, -3.184, 0.163], [-0.073, -0.719, 0.546], [-0.953, -2.128, -3.006], [-3.083, -2.411, -1.301], [-3.090, -2.253, 0.381], [-4.252, -1.532, -0.675], [1.654, 1.896, 2.497], [0.097, 2.920, 2.733], [0.119, 1.178, 2.603], [4.123, 1.665, 0.091], [3.610, 1.948, -1.694], [2.869, 3.086, -0.211], [-2.040, -0.063, -1.560], [-2.382, 0.024, 0.235], [-0.817, 1.896, 0.395], [0.536, 3.048, 0.455], [-2.202, -1.605, -2.893], [2.190, -0.022, -0.885], [0.747, -3.473, -1.910], [0.509, -3.822, 0.745], [2.007, -3.509, -0.092], [0.822, -1.208, 0.827]]
}



{
  "formula": "C7H19NO3",
  "method": "ωB97M-V/def2-TZVPD",
  "homo_energy_ev": -9.1,
  "e_tot_ev": -15198.197,
  "gap_ev": 9.67,
  "relative_energy_kj_mol": 52.0,
  "symbols": ["C", "C", "C", "C", "C", "C", "C", "N", "H", "H", "H", "H", "H", "H", "H", "H", "H", "H", "H", "H", "H", "H", "H", "O", "H", "H", "O", "H", "H", "O"],
  "xyz": [[-0.541, 1.728, 1.929], [0.838, 1.040, 1.978], [1.535, 0.928, 0.629], [0.577, 0.635, -1.616], [0.678, 0.171, -0.376], [-0.018, -1.037, 0.112], [-1.170, -1.466, -0.393], [-0.794, 2.901, 1.090], [-1.334, 0.999, 1.833], [-0.793, 2.091, 2.932], [1.444, 1.490, 2.768], [0.550, 0.083, 2.425], [1.736, 1.920, 0.296], [2.504, 0.437, 0.749], [1.035, 1.552, -1.946], [0.099, 0.152, -2.464], [0.447, -1.612, 0.903], [-1.461, -1.030, -1.330], [-1.710, -2.326, -0.033], [-0.423, 2.764, 0.161], [-0.328, 3.706, 1.490], [-3.344, 2.413, 1.436], [-3.509, 1.241, 2.366], [-4.008, 1.784, 1.753], [2.303, -3.585, -1.757], [2.456, -2.311, -2.606], [2.700, -3.245, -2.563], [-0.528, -4.208, -3.172], [0.954, -3.712, -3.504], [0.107, -3.500, -3.090]]
}



{
  "formula": "C7H19O9Y2",
  "method": "ωB97M-V/def2-TZVPD",
  "homo_energy_ev": -22.2,
  "e_tot_ev": -28012.140,
  "charge": 5,
  "gap_ev": 1.78,
  "symbols": ["Y", "Y", "O", "C", "O", "O", "H", "C", "C", "O", "O", "H", "H", "H", "H", "H", "H", "C", "C", "O", "O", "H", "H", "H", "H", "H", "H", "C", "C", "O", "O", "H", "H", "H", "H", "H", "H"],
  "xyz": [[13.475, -8.142, 21.030], [9.762, -4.352, 21.167], [12.163, -5.800, 24.656], [11.757, -6.094, 23.420], [10.820, -5.563, 22.820], [12.566, -6.803, 22.850], [12.780, -6.535, 24.623], [12.991, -8.199, 26.263], [12.512, -9.477, 25.577], [11.218, -9.341, 24.959], [13.931, -7.603, 25.420], [13.408, -8.669, 27.154], [12.268, -7.470, 26.630], [12.485, -10.306, 26.284], [13.250, -9.737, 24.818], [10.564, -9.155, 25.636], [14.297, -8.228, 24.790], [9.965, -1.246, 22.007], [9.998, -1.787, 23.432], [9.417, -3.105, 23.403], [10.691, -2.077, 21.114], [10.368, -0.240, 21.893], [8.978, -1.122, 21.561], [9.413, -1.088, 24.029], [10.983, -1.741, 23.896], [9.548, -3.451, 24.290], [11.565, -1.689, 21.195], [10.605, -4.595, 28.056], [9.699, -4.742, 26.768], [10.386, -4.058, 25.615], [10.527, -3.270, 28.503], [11.589, -5.046, 27.925], [10.217, -5.278, 28.811], [8.744, -4.324, 27.088], [9.606, -5.783, 26.461], [11.077, -4.662, 25.334], [11.392, -2.888, 28.336]]
}



{
  "formula": "C7H20AsO",
  "method": "ωB97M-V/def2-TZVPD",
  "homo_energy_ev": -2.9,
  "e_tot_ev": -70464.676,
  "charge": -1,
  "gap_ev": 6.47,
  "symbols": ["C", "C", "O", "C", "C", "C", "C", "C", "As", "H", "H", "H", "H", "H", "H", "H", "H", "H", "H", "H", "H", "H", "H", "H", "H", "H", "H", "H", "H"],
  "xyz": [[2.716, -1.313, 0.596], [2.658, -0.014, -0.178], [1.502, 0.700, 0.198], [1.037, 1.611, -0.777], [-0.423, 2.014, -0.529], [-0.984, 1.784, 0.888], [-1.962, 0.604, 0.994], [-1.358, -0.798, 0.940], [-1.598, -1.823, -0.838], [1.765, -1.843, 0.501], [2.917, -1.136, 1.655], [3.505, -1.957, 0.196], [2.632, -0.218, -1.257], [3.550, 0.605, 0.018], [1.114, 1.138, -1.764], [1.689, 2.502, -0.777], [-1.044, 1.451, -1.228], [-0.516, 3.073, -0.793], [-0.157, 1.627, 1.587], [-1.502, 2.693, 1.210], [-2.529, 0.733, 1.926], [-2.708, 0.694, 0.186], [-1.846, -1.464, 1.660], [-0.287, -0.775, 1.162], [-2.985, -1.019, -1.070], [-2.388, -3.015, -0.066], [-0.201, -2.599, -0.592], [-0.794, -0.654, -1.634], [-1.800, -2.599, -2.214]]
}